DFT (the ωB97M-V functional and the def2-TZVPD basis) results for a 9-piece molecular cluster, C80H184F6N5O8P4S2 overall in a non-equilibrium geometry.

Summary:
- Charge: +7
- Max |F|: 6.15 eV/Å
- ΔE to the lowest compared entry with this formula, charge and spin: 0.0 kJ/mol
- Orbital gap: 6.73 eV

Element x y z (Å)
C1 3.82820 0.54210 -2.69297
F1 4.52058 0.03586 -3.75555
F2 3.49782 -0.41479 -1.81971
F3 4.51180 1.42466 -2.02435
S1 2.22311 1.41869 -3.36182
O1 1.57486 1.89970 -2.14602
O2 2.70607 2.51887 -4.23821
N1 1.36523 0.24041 -4.36640
S2 0.04656 0.06013 -3.66424
O3 0.08690 -0.57304 -2.37169
O4 -0.80634 1.25586 -3.73254
C2 -0.85593 -1.19300 -4.91891
F4 -1.39896 -0.51519 -5.92398
F5 0.01134 -2.04231 -5.32109
F6 -1.94820 -1.74944 -4.36432
C3 3.95997 -6.70195 11.95629
C4 5.23370 -6.83862 11.12108
C5 6.51135 -6.80190 11.91176
C6 7.77694 -6.90811 11.10114
P1 8.38945 -5.40995 10.20048
C7 8.93614 -4.16678 11.44510
C8 9.47123 -2.78734 10.95662
C9 10.27620 -2.00996 12.04740
C10 11.56702 -2.65931 12.45225
C11 9.87100 -5.83674 9.23882
C12 11.09394 -6.31548 10.16316
C13 12.44480 -6.34092 9.37737
C14 13.68157 -6.40560 10.33207
C15 7.26942 -4.78009 8.98810
C16 6.93536 -5.58045 7.71882
C17 5.75991 -4.98234 6.89933
C18 5.36625 -5.73208 5.55194
H1 3.03794 -6.65419 11.37691
H2 3.89708 -5.85624 12.64107
H3 3.74462 -7.55824 12.59541
H4 5.31817 -6.07552 10.34737
H5 5.20238 -7.76723 10.55116
H6 6.46293 -7.67044 12.56855
H7 6.41888 -6.12924 12.76445
H8 7.75215 -7.69601 10.34834
H9 8.60139 -7.19308 11.75473
H10 9.64509 -4.75419 12.02859
H11 8.00185 -4.14875 12.00623
H12 8.57535 -2.23683 10.66949
H13 10.16833 -2.94208 10.13309
H14 9.56296 -1.96072 12.87018
H15 10.53802 -1.01561 11.68572
H16 11.30872 -3.65655 12.80847
H17 12.11303 -2.06638 13.18602
H18 12.23069 -3.01339 11.66341
H19 10.05885 -4.98045 8.59106
H20 9.64063 -6.63207 8.52996
H21 10.91650 -7.31581 10.55808
H22 11.21600 -5.71647 11.06560
H23 12.47885 -5.43664 8.76974
H24 12.48654 -7.18924 8.69421
H25 14.55156 -6.27254 9.68903
H26 13.67643 -7.43069 10.70257
H27 13.60680 -5.70935 11.16739
H28 7.72418 -3.85562 8.63220
H29 6.30526 -4.56904 9.45063
H30 6.71342 -6.61808 7.96815
H31 7.84257 -5.58379 7.11462
H32 6.05473 -3.95061 6.70771
H33 4.93077 -4.85414 7.59517
H34 5.04141 -6.76536 5.67406
H35 6.16109 -5.78428 4.80790
H36 4.57193 -5.15807 5.07477
C19 -15.82261 7.50866 3.96911
C20 -15.02070 6.27969 3.50977
C21 -13.66590 6.72004 2.90584
C22 -12.59117 7.18607 3.94674
P2 -10.94315 7.56771 3.35757
C23 -9.99242 8.34087 4.79849
C24 -9.85000 7.29469 5.91881
C25 -10.36881 7.86384 7.25656
C26 -9.92568 7.04884 8.38913
C27 -10.97503 8.79077 1.98835
C28 -11.39102 10.26490 2.31075
C29 -11.19042 11.21541 1.10333
C30 -11.63874 12.62547 1.57906
C31 -10.13173 6.07129 2.78411
C32 -8.61887 6.10025 2.71624
C33 -8.03112 4.76499 2.24559
C34 -7.60037 3.92307 3.43530
H37 -15.23120 8.14600 4.62647
H38 -16.71434 7.20798 4.51913
H39 -16.12561 8.23509 3.21506
H40 -15.64068 5.81579 2.74261
H41 -14.86732 5.59983 4.34785
H42 -13.87262 7.53980 2.21783
H43 -13.34111 5.86436 2.31388
H44 -12.55923 6.66614 4.90421
H45 -12.98394 8.12639 4.33356
H46 -10.43827 9.32084 4.96871
H47 -9.02702 8.67020 4.41423
H48 -8.84471 6.87344 5.91339
H49 -10.56635 6.49160 5.74568
H50 -11.45786 7.90921 7.25783
H51 -10.09121 8.90176 7.44031
H52 -8.84389 7.07752 8.51948
H53 -10.35273 6.04599 8.38356
H54 -10.30955 7.44355 9.32985
H55 -11.75762 8.46227 1.30444
H56 -10.01426 8.80327 1.47370
H57 -10.78995 10.66615 3.12672
H58 -12.40647 10.32784 2.70190
H59 -11.70615 10.92163 0.18910
H60 -10.11299 11.30576 0.96521
H61 -12.72356 12.57192 1.48744
H62 -11.37358 13.40578 0.86569
H63 -11.31260 12.80177 2.60407
H64 -10.59629 5.73390 1.85758
H65 -10.48580 5.37753 3.54662
H66 -8.26841 6.44486 3.68913
H67 -8.31677 6.83641 1.97133
H68 -7.06390 4.95213 1.77915
H69 -8.70575 4.25209 1.56009
H70 -6.85234 3.16381 3.20712
H71 -8.46695 3.38177 3.81495
H72 -7.26746 4.52085 4.28379
C35 6.89468 10.84808 -4.15578
C36 7.05788 10.14983 -2.79868
C37 8.43335 9.49844 -2.77750
C38 8.76519 9.01914 -1.31704
P3 10.52916 9.03843 -1.00405
C39 11.00540 8.19069 0.53047
C40 10.63450 8.93984 1.87841
C41 10.60804 8.06570 3.11893
C42 11.95899 7.25731 3.43967
C43 11.15651 10.78128 -1.05935
C44 12.69619 10.89290 -0.80189
C45 13.13414 12.37354 -0.66646
C46 14.65965 12.47459 -0.62274
C47 11.38812 8.06042 -2.28950
C48 10.96146 6.57079 -2.22982
C49 11.62986 5.70806 -3.27219
C50 13.14026 5.88192 -3.40482
H73 5.88351 11.21924 -4.32271
H74 7.29422 10.24389 -4.97029
H75 7.37680 11.82558 -4.16815
H76 6.32575 9.35617 -2.64973
H77 6.95250 10.83072 -1.95406
H78 9.13225 10.23769 -3.16885
H79 8.61432 8.72779 -3.52680
H80 8.36321 8.01128 -1.21347
H81 8.15848 9.57565 -0.60270
H82 12.05276 7.90290 0.43943
H83 10.55331 7.19986 0.57506
H84 9.67040 9.43991 1.78599
H85 11.40795 9.70539 1.94029
H86 9.86000 7.27642 3.04431
H87 10.45241 8.71578 3.97991
H88 11.89616 6.39348 4.10145
H89 12.57731 7.89014 4.07632
H90 12.63718 7.04599 2.61293
H91 10.60797 11.36952 -0.32372
H92 10.91101 11.26547 -2.00454
H93 13.21518 10.40179 -1.62503
H94 12.99095 10.42194 0.13588
H95 12.70409 12.74325 0.26437
H96 12.82583 12.99179 -1.50955
H97 15.06445 11.76401 0.09790
H98 14.96398 13.50052 -0.41547
H99 15.06128 12.14721 -1.58171
H100 12.45386 8.09938 -2.06411
H101 11.04067 8.53996 -3.20461
H102 9.90457 6.49412 -2.48515
H103 11.06732 6.13523 -1.23625
H104 11.08303 5.69004 -4.21492
H105 11.38275 4.69253 -2.96279
H106 13.52552 6.06786 -2.40226
H107 13.45403 6.70578 -4.04584
H108 13.50453 4.95500 -3.84781
C51 -4.80504 -10.85248 -7.87872
C52 -5.73748 -12.05702 -8.03225
C53 -6.43453 -12.60384 -6.77174
C54 -5.35459 -13.32949 -5.84524
P4 -5.89429 -13.87766 -4.15460
C55 -6.29737 -12.37937 -3.16309
C56 -5.21403 -11.28190 -3.19835
C57 -5.32630 -10.20365 -2.08694
C58 -6.61245 -9.38894 -2.21496
C59 -7.37010 -14.85993 -4.33764
C60 -7.14552 -16.38217 -4.58083
C61 -8.43775 -17.21635 -4.40483
C62 -8.29236 -18.72693 -4.79890
C63 -4.40049 -14.69270 -3.38066
C64 -3.67086 -15.81387 -4.23802
C65 -2.68679 -16.68550 -3.46132
C66 -2.20705 -17.99687 -4.14474
H109 -3.99656 -11.18240 -7.22633
H110 -5.36136 -10.16915 -7.23711
H111 -4.36556 -10.38106 -8.75777
H112 -5.23487 -12.87666 -8.54575
H113 -6.51063 -11.70199 -8.71364
H114 -7.32355 -13.21322 -6.93420
H115 -6.74523 -11.70432 -6.24030
H116 -4.60151 -12.61157 -5.52034
H117 -4.84470 -14.17371 -6.30937
H118 -6.42482 -12.73698 -2.14134
H119 -7.22137 -11.96781 -3.56922
H120 -5.33748 -10.79715 -4.16679
H121 -4.21856 -11.72585 -3.20520
H122 -4.41138 -9.61419 -2.02713
H123 -5.41610 -10.65632 -1.09946
H124 -6.66609 -8.95476 -3.21332
H125 -6.53748 -8.49128 -1.60122
H126 -7.54160 -9.93547 -2.05343
H127 -7.86664 -14.32532 -5.14743
H128 -7.93824 -14.71043 -3.41952
H129 -6.54444 -16.72017 -3.73671
H130 -6.62148 -16.60487 -5.51029
H131 -9.25080 -16.58706 -4.76682
H132 -8.67401 -17.34342 -3.34836
H133 -9.26623 -19.18839 -4.63544
H134 -7.65109 -19.25273 -4.09151
H135 -8.02992 -18.99352 -5.82270
H136 -4.59253 -14.97749 -2.34618
H137 -3.73994 -13.82584 -3.36244
H138 -3.11302 -15.38439 -5.07017
H139 -4.48204 -16.48316 -4.52461
H140 -2.97675 -16.98851 -2.45523
H141 -1.90450 -15.92759 -3.42012
H142 -1.56832 -18.60473 -3.50393
H143 -1.57463 -17.66027 -4.96624
H144 -3.04676 -18.65191 -4.37690
C67 -9.83004 -5.20319 -15.31549
C68 -9.73759 -3.71677 -15.25943
C69 -8.89612 -3.20264 -14.09525
O5 -8.79675 -1.76418 -14.05429
C70 -8.04211 -1.16178 -13.00934
N2 -9.22387 -3.17957 -16.55007
H145 -9.32410 -2.17477 -16.52954
H146 -8.24100 -3.37266 -16.67963
H147 -9.65494 -3.45231 -17.42179
H148 -8.85178 -5.66649 -15.18721
H149 -10.28679 -5.53961 -16.24623
H150 -10.35086 -5.66048 -14.47422
H151 -10.68772 -3.18271 -15.27159
H152 -7.97233 -3.73813 -13.87624
H153 -9.47231 -3.50144 -13.21956
H154 -8.06113 -1.60750 -12.01482
H155 -8.27912 -0.10435 -12.89200
H156 -7.03812 -1.20921 -13.43107
C71 -1.42056 8.22459 6.75788
C72 -0.23734 8.37982 5.83206
C73 0.65695 7.04610 5.63019
O6 -0.09551 6.07084 4.99449
C74 0.64437 4.79635 5.08534
N3 -0.63057 8.85630 4.44104
H157 0.18436 9.29454 4.03615
H158 -0.91173 8.06345 3.88210
H159 -1.36660 9.54779 4.45542
H160 -2.05483 7.49138 6.25966
H161 -1.98619 9.13859 6.93890
H162 -1.11095 7.69353 7.65800
H163 0.43929 9.11063 6.27499
H164 1.06257 6.83454 6.61954
H165 1.49466 7.38087 5.01843
H166 0.30392 4.11732 5.86707
H167 1.73152 4.87441 5.07407
H168 0.59192 4.36415 4.08606
C75 4.10578 -3.29524 -8.42503
C76 4.63264 -2.03729 -9.18065
O7 5.61343 -2.03598 -9.84849
N4 3.69263 -0.80743 -9.17935
H169 2.89270 -1.08485 -9.73003
H170 3.38765 -0.58887 -8.24163
C77 4.34593 0.51571 -9.75204
H171 3.22824 -3.70077 -8.92858
H172 3.85715 -2.99968 -7.40576
H173 4.87273 -4.03291 -8.18894
H174 5.16136 0.69921 -9.05240
H175 3.61477 1.30208 -9.93948
H176 4.85843 0.21332 -10.66528
C78 -2.31142 6.11149 -7.75808
C79 -3.70295 6.08510 -8.29769
O8 -4.08690 5.30234 -9.06513
N5 -4.74328 6.97943 -7.57375
H177 -4.31754 7.72190 -7.03749
H178 -5.25738 7.49577 -8.27318
C80 -5.82864 6.12720 -6.80519
H179 -2.15714 6.22990 -6.68557
H180 -1.90840 7.03346 -8.17718
H181 -1.65203 5.27017 -7.97131
H182 -5.42114 5.32326 -6.19222
H183 -6.45780 5.75711 -7.61469
H184 -6.32168 6.83963 -6.14379

These are the Mulliken partial charges, in e, on atoms 1 to 6: C 0.6290; F -0.2206; F -0.2108; F -0.1949; S 0.9667; O -0.5705